# CH3Cl2OPS

One molecule with the formula CH3Cl2OPS in a non-equilibrium geometry (ωB97M-V/def2-TZVPD, OMol25).

Each line ends with the natural charge from an NBO analysis.
Atoms and positions in Å:
O (-2.76, 1.02, -0.32)  -0.90
S (-1.74, 0.27, 0.37)  1.01
Cl (-1.92, -1.67, -0.37)  -0.27
P (0.02, 0.38, -0.92)  0.38
C (1.26, -0.40, 0.42)  -0.66
Cl (2.68, -0.68, -0.51)  -0.01
H (0.17, 2.01, -0.59)  -0.01
H (0.99, -1.32, 0.80)  0.23
H (1.31, 0.40, 1.12)  0.23

Values from the calculation:
* relative energy (zero: lowest compared OMol25 entry of this formula, charge and spin): 104.1 kcal/mol
* LUMO level: -0.176 eV
* E_HOMO: -9.8 eV
* HOMO-LUMO gap: 9.6 eV

***

# C2H8NO4

A 2-piece molecular cluster, C2H8NO4 overall in a non-equilibrium geometry (ωB97M-V/def2-TZVPD, OMol25).

Each line ends with the natural charge from an NBO analysis.
Atoms and positions in Å:
C (-1.17, -1.57, -0.01)  -0.39
C (-1.19, 0.86, -0.03)  0.94
N (-0.52, -0.29, -0.07)  -0.55
O (-0.56, 1.96, -0.02)  -0.60
O (-2.53, 0.88, -0.06)  -0.62
O (3.60, 0.24, -0.60)  -0.45
O (2.68, 0.38, 0.51)  -0.49
H (-1.24, -1.80, 1.05)  0.24
H (-2.33, -1.49, -0.40)  0.18
H (-0.62, -2.28, -0.51)  0.25
H (-2.92, 0.03, -0.42)  0.52
H (0.50, -0.17, -0.16)  0.47
H (-0.88, 2.80, 0.14)  0.55
H (2.82, -0.41, 1.10)  0.47
H (4.36, 0.87, -0.51)  0.48

Values from the calculation:
* relative energy (zero: lowest compared OMol25 entry of this formula, charge and spin): 94.5 kcal/mol
* LUMO level: -3.426 eV
* net charge: +1
* E_HOMO: -14.5 eV
* HOMO-LUMO gap: 11.0 eV

***

# C40H65F5I2N2O19P

C40H65F5I2N2O19P as an isolated structure in a non-equilibrium geometry (ωB97M-V/def2-TZVPD, OMol25).

Each line ends with the Löwdin charge.
Atoms and positions in Å:
C (-2.29, -0.24, -1.58)  0.10
C (-2.49, -0.90, -0.44)  -0.14
N (-2.23, -0.25, 0.87)  0.02
C (-0.86, -0.68, 1.48)  -0.26
C (0.10, -1.39, 0.57)  -0.12
C (1.31, -1.83, 1.43)  -0.17
C (2.03, -0.70, 2.17)  -0.20
C (2.93, 0.16, 1.25)  -0.18
C (4.12, 0.74, 2.04)  -0.16
C (5.48, 0.50, 1.35)  -0.21
O (6.00, 1.71, 0.81)  -0.19
C (6.59, 2.52, 1.80)  -0.11
O (-1.21, -1.30, 2.66)  -0.03
C (-2.60, -1.60, 2.79)  -0.33
C (-2.95, -1.75, 4.27)  -0.64
I (-4.74, -0.90, 5.07)  1.04
C (-2.15, -2.44, 5.10)  -0.77
C (-0.89, -3.14, 4.68)  -0.14
I (-2.55, -2.71, 7.16)  0.89
C (-2.85, -3.02, 2.15)  -0.23
C (-4.07, -3.62, 2.40)  -0.04
C (-4.32, -4.89, 1.89)  -0.02
C (-3.29, -5.46, 1.15)  -0.04
C (-2.13, -4.75, 0.96)  -0.11
N (-1.85, -3.53, 1.45)  0.14
C (-3.24, -0.42, 1.95)  -0.35
C (-3.10, 0.92, 2.75)  -0.17
C (-4.06, 2.08, 2.44)  -0.19
C (-3.87, 2.70, 1.04)  -0.08
C (-5.07, 3.52, 0.59)  -0.43
F (-4.76, 4.25, -0.50)  0.12
F (-6.04, 2.64, 0.20)  0.09
C (-5.72, 4.42, 1.68)  -0.53
F (-6.66, 3.76, 2.36)  0.17
F (-6.35, 5.44, 1.05)  0.16
F (-4.81, 4.96, 2.50)  0.18
P (-4.95, -0.51, 1.11)  0.94
O (-6.11, -0.52, 2.26)  -0.32
O (-5.06, -1.98, 0.38)  -0.25
H (-3.01, -0.29, -2.38)  0.08
H (-1.43, 0.40, -1.74)  0.09
H (-2.85, -1.92, -0.45)  0.12
H (-2.05, 0.71, 0.58)  0.15
H (-0.40, 0.28, 1.71)  0.15
H (0.49, -0.75, -0.22)  0.13
H (-0.30, -2.31, 0.16)  0.10
H (0.96, -2.60, 2.13)  0.10
H (2.04, -2.31, 0.79)  0.12
H (1.38, -0.09, 2.79)  0.11
H (2.71, -1.19, 2.87)  0.11
H (3.34, -0.56, 0.54)  0.10
H (2.33, 0.93, 0.76)  0.11
H (4.19, 0.33, 3.05)  0.10
H (3.95, 1.80, 2.16)  0.11
H (5.38, -0.19, 0.53)  0.11
H (6.19, 0.07, 2.07)  0.12
H (5.89, 2.80, 2.59)  0.08
H (6.87, 3.44, 1.30)  0.09
H (7.47, 2.04, 2.22)  0.09
H (-0.11, -2.44, 4.40)  0.08
H (-1.03, -3.83, 3.85)  0.08
H (-0.49, -3.71, 5.50)  0.04
H (-4.83, -3.12, 2.98)  0.09
H (-5.26, -5.37, 2.08)  0.12
H (-3.40, -6.44, 0.73)  0.11
H (-1.36, -5.21, 0.36)  0.12
H (-2.10, 1.33, 2.62)  0.13
H (-3.18, 0.73, 3.81)  0.03
H (-3.77, 2.87, 3.13)  0.12
H (-5.10, 1.87, 2.67)  0.10
H (-3.02, 3.37, 1.05)  0.14
H (-3.78, 1.93, 0.28)  0.09
H (-6.80, 0.09, 1.94)  0.07
H (-5.99, -2.23, 0.32)  0.08
C (-0.50, 7.81, -4.49)  -0.04
O (-1.31, 6.63, -4.49)  -0.02
C (-2.38, 6.70, -3.69)  -0.63
O (-2.69, 7.63, -3.00)  0.14
O (-3.03, 5.54, -3.78)  0.01
C (-4.19, 5.45, -2.96)  -0.04
H (0.33, 7.64, -5.16)  0.10
H (-1.07, 8.67, -4.85)  0.10
H (-0.11, 8.01, -3.49)  0.10
H (-4.92, 6.20, -3.23)  0.11
H (-3.91, 5.56, -1.92)  0.08
H (-4.61, 4.46, -3.12)  0.09
C (3.18, 0.19, 7.21)  -0.04
O (3.54, -1.17, 7.43)  0.01
C (4.57, -1.59, 6.70)  -0.63
O (5.19, -0.92, 5.92)  0.12
O (4.81, -2.86, 7.00)  0.01
C (5.91, -3.44, 6.29)  -0.04
H (2.33, 0.39, 7.86)  0.09
H (4.00, 0.85, 7.48)  0.10
H (2.88, 0.35, 6.18)  0.09
H (6.83, -2.92, 6.52)  0.10
H (5.72, -3.43, 5.22)  0.10
H (5.98, -4.47, 6.63)  0.09
C (-3.19, -0.41, -6.01)  -0.05
O (-2.72, -1.72, -5.67)  -0.01
C (-1.61, -2.09, -6.32)  -0.63
O (-1.03, -1.43, -7.13)  0.13
O (-1.28, -3.31, -5.91)  0.01
C (-0.10, -3.84, -6.53)  -0.03
H (-4.08, -0.23, -5.42)  0.09
H (-2.44, 0.34, -5.77)  0.10
H (-3.45, -0.36, -7.07)  0.10
H (0.76, -3.21, -6.31)  0.09
H (-0.25, -3.93, -7.60)  0.10
H (0.06, -4.83, -6.11)  0.09
C (0.86, 5.23, -2.74)  -0.04
O (2.17, 5.47, -2.25)  0.01
C (3.13, 4.79, -2.89)  -0.63
O (2.96, 4.03, -3.81)  0.13
O (4.30, 5.11, -2.34)  0.01
C (5.42, 4.45, -2.93)  -0.03
H (0.17, 5.82, -2.15)  0.10
H (0.77, 5.53, -3.78)  0.08
H (0.59, 4.17, -2.64)  0.10
H (5.52, 4.72, -3.98)  0.10
H (5.34, 3.37, -2.82)  0.10
H (6.30, 4.79, -2.39)  0.09
C (3.50, -7.40, -3.46)  -0.04
O (4.45, -6.53, -4.07)  0.01
C (3.91, -5.49, -4.71)  -0.63
O (2.73, -5.25, -4.80)  0.11
O (4.90, -4.77, -5.24)  0.01
C (4.46, -3.62, -5.96)  -0.04
H (4.07, -8.19, -2.98)  0.09
H (2.92, -6.87, -2.70)  0.09
H (2.84, -7.84, -4.20)  0.10
H (3.93, -2.94, -5.31)  0.10
H (3.84, -3.91, -6.81)  0.10
H (5.36, -3.13, -6.33)  0.10

Values from the calculation:
* LUMO level: -3.024 eV
* net charge: +1
* E_HOMO: -11.3 eV
* HOMO-LUMO gap: 8.3 eV

***

# C3H10N2O

C3H10N2O as an isolated structure in a non-equilibrium geometry (ωB97M-V/def2-TZVPD, OMol25).

Each line ends with the natural charge from an NBO analysis.
Atoms and positions in Å:
C (0.75, -0.06, -1.26)  -0.47
C (-1.47, -0.65, -0.35)  -0.44
N (-0.11, -0.22, -0.11)  -0.01
O (0.63, -1.39, 1.09)  -0.64
H (1.05, -2.21, 0.79)  0.46
H (0.69, 0.98, -1.63)  0.26
H (0.45, -0.73, -2.06)  0.20
H (1.78, -0.26, -0.99)  0.25
H (-1.96, -0.86, 0.60)  0.24
H (-1.47, -1.56, -0.95)  0.20
H (-2.01, 0.13, -0.89)  0.24
C (-0.08, 1.21, 1.06)  0.01
N (1.08, 1.86, 1.04)  -0.91
H (1.85, 1.26, 0.74)  0.32
H (-0.95, 1.86, 0.91)  0.15
H (-0.24, 0.63, 2.00)  0.14

Values from the calculation:
* relative energy (zero: lowest compared OMol25 entry of this formula, charge and spin): 163.3 kcal/mol
* LUMO level (spin up / spin down): -1.110 / -1.111 eV
* E_HOMO (spin up / spin down): -6.6 / -6.6 eV
* HOMO-LUMO gap (spin up / spin down): 5.5 / 5.5 eV

***

# C6H8N2O2S

One molecule with the formula C6H8N2O2S in a non-equilibrium geometry (ωB97M-V/def2-TZVPD, OMol25).

Each line ends with the natural charge from an NBO analysis.
Atoms and positions in Å:
C (1.69, 1.13, -0.74)  -0.20
C (0.66, 0.36, -1.33)  -0.31
C (1.68, 1.47, 0.59)  -0.07
C (-0.46, -0.10, -0.74)  -0.09
C (-1.69, -2.33, -1.63)  -0.64
C (-1.70, -0.91, -1.15)  -0.31
N (0.67, 1.10, 1.45)  -0.32
N (0.94, 1.41, 2.64)  0.56
O (1.88, 1.93, 3.21)  -0.40
O (0.15, 0.77, 3.56)  -0.50
S (-1.32, -0.64, 0.63)  0.25
H (2.55, 1.23, -1.34)  0.22
H (0.54, 0.38, -2.40)  0.22
H (2.44, 2.06, 1.07)  0.22
H (-1.86, -3.02, -0.78)  0.23
H (-2.40, -2.43, -2.50)  0.22
H (-0.74, -2.73, -1.96)  0.22
H (-2.37, -0.32, -1.70)  0.22
H (-0.66, 0.65, 3.09)  0.48

Values from the calculation:
* relative energy (zero: lowest compared OMol25 entry of this formula, charge and spin): 164.6 kcal/mol
* LUMO level (spin up / spin down): -0.458 / -0.456 eV
* E_HOMO (spin up / spin down): -7.9 / -7.9 eV
* HOMO-LUMO gap (spin up / spin down): 7.4 / 7.4 eV

***

Number 4 is which compound?
C3H10N2O